1 | This record from the OMol25 dataset describes one molecule with the formula C6H8N2. The level of theory is ωB97M-V/def2-TZVPD.

Geometry as XYZ:
```
16
Properties=species:S:1:pos:R:3:nbo_charge:R:1
N -1.5751 -1.0454 0.2589 -0.497
N 0.1940 -0.2404 1.6053 -0.400
C 1.1758 -0.2690 0.4607 -0.067
C -0.5250 0.5258 -1.5300 -0.418
C -1.1044 -0.3328 1.1867 0.316
C -0.8705 -0.8838 -0.9948 -0.055
C 0.9304 0.9390 1.3423 -0.247
C 0.5255 -0.3963 -0.9820 -0.280
H 1.5522 1.1130 2.1615 0.211
H 0.4580 1.7659 0.8127 0.197
H -1.0615 -1.7040 -1.6773 0.211
H 1.9929 -0.9124 0.4976 0.213
H -0.5102 0.7341 -2.5842 0.232
H -0.8219 1.2554 -0.7922 0.209
H 1.2130 -0.9060 -1.6411 0.223
H -1.5732 0.3567 1.8757 0.153
```

## Properties
**Gap between HOMO and LUMO**: 9.1 eV
**Molecular weight**: 108.14 g/mol
**E_LUMO**: 0.95 eV


2 | This record from the OMol25 dataset describes C6H8N2 as an isolated structure. The level of theory is ωB97M-V/def2-TZVPD.

Geometry as XYZ:
```
16
Properties=species:S:1:pos:R:3:nbo_charge:R:1
N 1.3091 -0.6328 -1.5528 -0.688
N -0.7041 0.0304 -0.3602 -0.438
C -1.5726 0.4861 -1.4153 -0.405
C -0.2008 0.2386 1.4571 0.052
C 0.6204 -0.4096 -0.5176 0.415
C 1.0683 -0.2760 0.8864 -0.138
C 2.2884 -0.3900 1.3953 -0.301
C -1.3074 -0.4720 0.9850 -0.262
H -1.0309 1.1719 -2.0815 0.209
H -1.9657 -0.3550 -1.9913 0.189
H -0.2054 0.9767 2.2537 0.207
H 2.4958 -0.1657 2.4321 0.203
H 0.7800 -0.5574 -2.4195 0.343
H 3.1115 -0.6929 0.7645 0.226
H -2.4223 1.0214 -0.9826 0.210
H -2.2643 0.0264 1.1466 0.179
```

## Properties
**Gap between HOMO and LUMO (spin up / spin down)**: 7.2 / 7.2 eV
**Molecular weight**: 108.14 g/mol
**E_LUMO (spin up / spin down)**: -0.12 / -0.12 eV


Preferred: 1; penalty for the next structure: 1.296 eV.


1 | This record from the OMol25 dataset describes C6H8N2 as an isolated structure. The level of theory is ωB97M-V/def2-TZVPD.

Geometry as XYZ:
```
16
Properties=species:S:1:pos:R:3:nbo_charge:R:1
N -1.4063 -1.8195 -0.1825 -0.516
N -0.0960 1.2526 -0.2649 -0.666
C -0.4883 -0.9083 0.3423 -0.115
C 2.1581 -0.1225 -0.2879 -0.029
C -1.4841 1.1219 0.2116 -0.259
C 3.2657 -0.4562 0.1263 -0.241
C 0.6365 -0.2201 -0.4424 -0.113
C -1.5413 -0.2397 -0.4078 -0.091
H 4.3095 -0.1426 0.4145 0.251
H -1.7662 -2.2488 0.6285 0.359
H -1.0426 -0.0953 -1.6649 0.225
H -0.3342 -0.7849 1.3839 0.200
H -2.1322 1.9815 -0.1067 0.222
H 0.5694 1.8646 0.3741 0.369
H 0.6266 -0.3093 -1.4633 0.212
H -1.2745 1.1267 1.3394 0.190
```

## Properties
**Gap between HOMO and LUMO**: 9.8 eV
**Molecular weight**: 108.14 g/mol
**E_LUMO**: 0.89 eV


2 | This record from the OMol25 dataset describes one molecule with the formula C6H8N2. The level of theory is ωB97M-V/def2-TZVPD.

Geometry as XYZ:
```
16
Properties=species:S:1:pos:R:3:nbo_charge:R:1
N -1.3126 -0.1339 0.6739 -0.217
N -0.8847 1.0725 0.2872 -0.262
C 1.5172 0.9123 0.3038 -0.512
C 0.9042 -1.1294 -0.5386 -0.153
C -0.4894 -1.3324 0.2222 -0.160
C 0.2111 1.7328 0.1419 0.063
C -1.7166 -0.9495 -0.3643 -0.255
C 1.6759 -0.1061 -0.6312 -0.249
H 0.0301 2.7477 -0.3702 0.214
H -0.4472 -2.2381 0.7702 0.208
H 0.9370 -2.1642 -1.2202 0.205
H 1.4287 0.3748 1.3568 0.232
H -1.6219 -0.4403 -1.3944 0.207
H -2.5774 -1.2708 0.0681 0.226
H 2.5365 0.0735 -1.2660 0.227
H 2.4814 1.5810 0.5249 0.225
```

## Properties
**Gap between HOMO and LUMO**: 9.4 eV
**Molecular weight**: 108.14 g/mol
**E_LUMO**: 0.92 eV


Preferred: 2; penalty for the next structure: 3.270 eV.


1 | This record from the OMol25 dataset describes one molecule with the formula C6H8N2. The level of theory is ωB97M-V/def2-TZVPD.

Geometry as XYZ:
```
16
Properties=species:S:1:pos:R:3:nbo_charge:R:1
N 0.3232 0.4660 1.4931 -0.611
N 1.5123 -0.1795 -1.7380 -0.505
C -0.3748 -0.1227 -0.6051 -0.136
C 0.7361 0.1519 0.2677 0.087
C -1.0991 -0.0433 1.5987 -0.196
C 0.1226 -0.4498 -1.8623 -0.083
C 1.8967 0.2972 -0.5314 -0.152
C -1.6088 0.0148 0.2082 -0.438
H -2.3814 -0.7303 0.0913 0.220
H 2.1814 -0.1083 -2.4478 0.398
H 2.9138 0.5184 -0.2132 0.212
H 0.9686 0.4048 2.2937 0.385
H -1.0121 -1.0405 1.9774 0.179
H -2.1486 0.9261 -0.0394 0.213
H -0.4669 -0.7327 -2.7944 0.225
H -1.5631 0.6279 2.3017 0.202
```

## Properties
**Gap between HOMO and LUMO**: 7.8 eV
**Molecular weight**: 108.14 g/mol
**E_LUMO**: 1.16 eV


2 | This record from the OMol25 dataset describes a 2-piece molecular cluster, C6H8N2 overall. The level of theory is ωB97M-V/def2-TZVPD.

Geometry as XYZ:
```
16
Properties=species:S:1:pos:R:3:nbo_charge:R:1
N 0.1264 0.3014 -0.1481 -0.374
N 2.3288 0.9142 0.2302 -0.154
C -0.6924 1.3325 -0.1252 0.049
C -0.3423 -0.9240 -0.0346 0.038
C -1.6987 -1.1833 0.0996 -0.253
C -2.0658 1.1768 -0.0054 -0.251
C 3.0981 -0.1863 -0.0168 -0.567
C -2.5748 -0.1087 0.1090 -0.170
H -0.2258 2.3028 -0.2095 0.208
H -2.7178 2.0362 -0.0080 0.220
H -2.0549 -2.1988 0.1861 0.219
H 3.1285 -0.4718 -1.0849 0.192
H -3.6387 -0.2706 0.2072 0.218
H 0.3881 -1.7217 -0.0592 0.192
H 2.8114 -1.0721 0.5779 0.190
H 4.1298 0.0735 0.2816 0.242
```

## Properties
**Gap between HOMO and LUMO (spin up / spin down)**: 8.7 / 8.8 eV
**Molecular weight**: 108.14 g/mol
**E_LUMO (spin up / spin down)**: 0.59 / 0.75 eV


3 | This record from the OMol25 dataset describes one molecule with the formula C6H8N2. The level of theory is ωB97M-V/def2-TZVPD.

Geometry as XYZ:
```
16
Properties=species:S:1:pos:R:3:nbo_charge:R:1
N 0.3989 -1.2125 1.9945 -0.427
N 1.2385 -2.3003 1.5647 -0.433
C -1.2727 1.1285 0.1615 -0.213
C 1.4763 -1.6046 0.3692 -0.079
C 0.0087 1.0316 -1.6052 -0.368
C -0.1923 0.3467 0.0364 -0.006
C -1.3042 1.7433 -1.2035 -0.432
C 0.5341 -0.6683 0.6757 0.013
H 2.1625 -1.8380 -0.4139 0.210
H 0.8887 1.6544 -1.6552 0.205
H 1.9929 -2.5700 2.1854 0.366
H -0.5168 -1.4972 2.3270 0.362
H -0.0413 0.2846 -2.3819 0.203
H -1.9524 1.2633 0.9876 0.196
H -1.2613 2.8299 -1.2484 0.201
H -2.1597 1.4088 -1.7939 0.203
```

## Properties
**Gap between HOMO and LUMO**: 8.8 eV
**Molecular weight**: 108.14 g/mol
**E_LUMO**: 1.18 eV


4 | This record from the OMol25 dataset describes one molecule with the formula C6H8N2. The level of theory is ωB97M-V/def2-TZVPD.

Geometry as XYZ:
```
16
Properties=species:S:1:pos:R:3:nbo_charge:R:1
N -0.0754 0.2102 -1.4530 -0.341
N -1.2552 0.2700 -0.6335 -0.342
C 0.0517 -1.0710 -2.2525 -0.077
C 1.7773 -1.3591 -0.2087 -0.665
C 0.7252 -0.9364 -1.1386 0.165
C -0.7083 0.9205 2.0565 -0.671
C -1.2026 1.0469 0.6937 0.133
C -1.6927 1.7349 -0.3201 -0.081
H 2.2249 -2.2487 -0.6088 0.237
H -0.4182 -1.6142 -3.0273 0.231
H -1.0965 0.1849 2.7067 0.236
H 2.6144 -0.6245 -0.0804 0.233
H 0.3166 0.5228 1.7864 0.232
H -0.5636 1.8632 2.6425 0.241
H 1.3465 -1.5305 0.7193 0.228
H -2.0440 2.6310 -0.8822 0.242
```

## Properties
**Gap between HOMO and LUMO**: 8.3 eV
**Molecular weight**: 108.14 g/mol
**E_LUMO**: 0.98 eV


Preferred: 1; penalty for the next structure: 2.856 eV.


1 | This record from the OMol25 dataset describes one molecule with the formula C6H8N2. The level of theory is ωB97M-V/def2-TZVPD.

Geometry as XYZ:
```
16
Properties=species:S:1:pos:R:3:nbo_charge:R:1
N 1.2845 1.1664 -0.7165 -0.512
N 0.3504 0.3743 1.4139 -0.404
C 0.1218 -0.0590 -2.2298 -0.301
C 0.3596 0.4933 0.0614 0.270
C -0.3450 -0.2340 -0.9457 -0.329
C -0.1840 -0.9070 1.8390 -0.255
C 1.3444 0.5602 -2.1016 -0.103
C -1.0732 0.1755 1.9258 -0.239
H 2.4716 1.0141 -0.3716 0.388
H -0.2105 -1.4897 2.9865 0.202
H -1.9087 0.0265 1.1508 0.189
H -0.4608 -0.5637 -3.1050 0.235
H -1.7102 0.7034 2.8361 0.216
H -1.6124 -0.4531 -1.0001 0.198
H 2.2371 0.6560 -2.9141 0.238
H -0.6645 -1.4633 1.1709 0.207
```

## Properties
**Gap between HOMO and LUMO**: 8.8 eV
**Molecular weight**: 108.14 g/mol
**E_LUMO**: 0.99 eV


2 | This record from the OMol25 dataset describes C6H8N2 as an isolated structure. The level of theory is ωB97M-V/def2-TZVPD.

Geometry as XYZ:
```
16
Properties=species:S:1:pos:R:3:nbo_charge:R:1
N 0.3303 0.3135 -1.8356 -0.621
N -3.2853 0.2565 -0.1651 -0.304
C 0.2472 -1.3266 1.3921 -0.407
C 1.1849 1.0174 -0.5785 -0.220
C -0.2500 -1.2876 0.1184 -0.206
C -2.0751 0.1120 -0.8599 0.273
C -0.5496 0.0630 -0.7350 -0.036
C 0.0098 1.1076 0.2584 -0.438
H 0.0462 -0.1621 1.9257 0.196
H 1.5194 2.0989 -0.6972 0.226
H 0.3378 0.4864 1.2575 0.197
H 0.4949 -2.1727 2.2089 0.256
H -0.3513 -2.3578 -0.4033 0.238
H -0.4446 2.1299 0.7142 0.251
H 0.7768 -0.5128 -2.4528 0.389
H 2.0085 0.2343 -0.1479 0.207
```

## Properties
**Gap between HOMO and LUMO**: 9.6 eV
**Molecular weight**: 108.14 g/mol
**E_LUMO**: 0.02 eV


Preferred: 1; penalty for the next structure: 2.536 eV.


1 | This record from the OMol25 dataset describes a 2-piece molecular cluster, C4H8NS overall. The level of theory is ωB97M-V/def2-TZVPD.

Geometry as XYZ:
```
14
Properties=species:S:1:pos:R:3:nbo_charge:R:1
S -4.4590 0.4362 0.2183 0.646
N -0.5244 -1.3551 -0.3822 -0.847
C 0.1011 -0.2839 0.3559 -0.064
C 0.9038 0.7265 -0.4388 -0.430
C -3.1210 -0.2487 -0.0321 -0.116
C -0.3929 1.1365 0.1532 -0.462
H -0.1491 -1.4109 -1.3687 0.402
H -0.4469 -2.2745 -0.0394 0.402
H -1.2105 1.4508 -0.4775 0.212
H -2.1966 -0.9197 -0.1937 0.315
H 1.7369 1.1002 0.1167 0.232
H -0.3596 1.9585 0.8890 0.246
H 0.4548 -0.5992 1.2875 0.227
H 1.2596 0.6926 -1.4003 0.236
```

## Properties
**Gap between HOMO and LUMO**: 7.3 eV
**Molecular weight**: 102.18 g/mol
**Total charge**: +1
**E_LUMO**: -6.31 eV


2 | This record from the OMol25 dataset describes an isolated ion of composition C4H8NS and charge +1. The level of theory is ωB97M-V/def2-TZVPD.

Geometry as XYZ:
```
14
Properties=species:S:1:pos:R:3:nbo_charge:R:1
S 1.6750 -0.4011 0.1041 0.724
N -0.8535 -0.4206 -0.1211 -0.383
C -0.4631 -1.6053 -0.3761 -0.058
C -2.1563 -0.1493 0.4179 -0.405
C 0.1531 0.5988 -0.3111 -0.333
C 3.0592 0.5145 0.1162 -0.366
H -2.6516 -1.0567 0.3953 0.234
H 3.0487 1.5447 -0.0246 0.228
H -2.6057 0.5394 -0.2356 0.217
H 0.3277 0.7231 -1.3884 0.264
H 3.9875 0.0414 -0.0055 0.256
H -2.0353 0.4137 1.4098 0.220
H -1.4005 -2.1818 -0.3238 0.146
H -0.0851 1.4394 0.3430 0.256
```

## Properties
**Gap between HOMO and LUMO**: 6.7 eV
**Molecular weight**: 102.18 g/mol
**Total charge**: +1
**E_LUMO**: -6.30 eV


Preferred: 1; penalty for the next structure: 1.138 eV.


1 | This record from the OMol25 dataset describes a 3-piece molecular cluster, C3H10O3S overall. The level of theory is ωB97M-V/def2-TZVPD.

Geometry as XYZ:
```
17
Properties=species:S:1:pos:R:3:nbo_charge:R:1
S -0.5518 2.6625 2.6309 -0.770
O -0.1029 -1.0902 -0.5428 -0.907
O -2.3009 -2.3609 -0.6947 -1.071
O 2.1151 -2.1812 -0.6109 -1.061
C -0.0797 0.2711 -0.5621 0.001
C 0.0519 2.3578 0.9413 -0.533
C 0.5722 0.8919 0.6876 -0.461
H 2.0348 -2.9342 -1.2296 0.419
H -1.0387 0.7697 -0.8223 0.119
H 1.6267 0.6218 0.5557 0.191
H 0.5206 0.6285 -1.5097 0.073
H -2.5090 -1.7243 0.0194 0.441
H -0.9030 2.3431 0.3832 0.174
H 1.0709 -1.8428 -0.6177 0.507
H 0.1773 0.3188 1.5171 0.211
H 0.6321 3.1523 0.4609 0.160
H -1.3156 -1.8837 -0.6061 0.506
```

## Properties
**Gap between HOMO and LUMO**: 5.7 eV
**Molecular weight**: 126.18 g/mol
**Total charge**: -2
**E_LUMO**: 6.20 eV


2 | This record from the OMol25 dataset describes C3H10O3S as an isolated structure. The level of theory is ωB97M-V/def2-TZVPD.

Geometry as XYZ:
```
17
Properties=species:S:1:pos:R:3:nbo_charge:R:1
S -0.0023 3.8089 -1.1662 -0.770
O 2.7545 -1.0389 1.3087 -1.013
O 0.3058 -1.2565 0.2143 -0.914
O -0.6691 -3.3415 -0.6101 -1.124
C -0.8622 2.2750 -0.6875 -0.511
C -0.5839 -0.1988 0.0069 -0.030
C 0.0837 1.1711 -0.1431 -0.428
H -1.6506 2.4924 0.0364 0.155
H 0.8077 1.0937 -0.9589 0.195
H -0.2100 -2.3354 -0.2205 0.498
H -1.2663 -0.1409 0.8854 0.095
H -1.0154 -3.7802 0.1725 0.416
H 2.4007 -0.4551 1.9881 0.444
H -1.2174 -0.3667 -0.8725 0.130
H -1.3914 1.7926 -1.5118 0.161
H 0.6085 1.4824 0.7484 0.176
H 1.9076 -1.2022 0.8100 0.521
```

## Properties
**Gap between HOMO and LUMO**: 5.8 eV
**Molecular weight**: 126.18 g/mol
**Total charge**: -2
**E_LUMO**: 6.08 eV


Preferred: 2; penalty for the next structure: 0.876 eV.